Density functional theory data (ωB97M-V/def2-TZVPD) for one molecule with the formula C4H8N2O2S at a distorted geometry.

The calculation puts the highest occupied orbital energy at -8.65 eV. The total energy comes out at -815.25699 Ha. The calculation puts the LUMO energy at 0.7 eV. The charge is 0. As for the HOMO-LUMO gap: 9.345 eV.

```
17
Properties=species:S:1:pos:R:3:forces:R:3:nbo_charge:R:1
C 1.468467 0.608198 1.148584 2.5 0.1 0.5 0.122
C 0.383776 -0.289058 1.630789 1.3 -0.6 0.6 -0.758
C 0.608577 1.442167 -0.848979 -0.8 -0.3 -2.7 -0.243
C -0.511150 -0.332906 -1.168682 0.7 2.9 2.2 -0.278
N 1.586123 1.380054 0.167049 -1.0 -0.1 -1.0 -0.399
N -1.880797 0.025790 -1.149744 -1.3 -1.6 -3.9 -0.857
O -1.369418 -1.970269 0.739883 -1.1 -0.4 0.5 -0.945
O 0.970618 -2.236230 -0.072928 -0.7 0.8 0.6 -0.944
S -0.149772 -1.379762 0.306782 2.0 -0.8 -1.4 2.120
H 2.433283 0.597164 1.658970 -0.4 -0.2 0.9 0.190
H 0.786303 -0.877000 2.556479 -1.0 0.7 -1.9 0.284
H -0.416914 0.357983 1.919877 -0.9 0.1 0.3 0.256
H 1.154556 1.613203 -1.857506 -0.9 -0.8 1.5 0.211
H -0.018317 2.404662 -0.799501 0.2 -1.8 0.4 0.218
H -0.172026 -0.853285 -2.094602 -0.1 0.6 0.9 0.251
H -2.415684 0.115639 -0.317039 0.3 -0.1 0.9 0.392
H -2.457624 -0.606350 -1.819431 1.3 1.5 1.6 0.379
```
Positions in Å, forces in eV/Å.